Molecular formula: C27H32BF3O2S
Method: DFT, wB97M-V/def2-TZVPD

Geometry (Å):
C 0.619 -3.496 -0.462
C 0.029 -2.224 0.229
C 0.232 -2.429 1.729
B -1.543 -2.555 -0.113
O -2.387 -2.456 0.970
C -3.579 -1.833 0.458
C -4.700 -2.856 0.621
C -3.920 -0.657 1.356
C -3.179 -1.477 -1.042
C -4.322 -1.600 -2.012
C -2.584 -0.077 -1.183
O -2.136 -2.433 -1.354
C 0.837 -1.095 -0.366
C 2.062 -0.812 0.262
C 3.209 -0.566 -0.486
C 3.064 -0.256 -1.838
C 1.786 -0.203 -2.402
C 0.686 -0.711 -1.702
H 0.434 -3.488 -1.542
H 1.706 -3.543 -0.316
H 0.174 -4.398 -0.031
H -0.174 -1.612 2.335
H -0.245 -3.370 2.036
H 1.302 -2.526 1.955
H -5.683 -2.414 0.416
H -4.564 -3.721 -0.034
H -4.693 -3.200 1.663
H -4.856 -0.179 1.035
H -4.066 -1.023 2.382
H -3.138 0.114 1.373
H -5.089 -0.870 -1.732
H -3.981 -1.362 -3.021
H -4.754 -2.601 -1.988
H -3.349 0.694 -1.041
H -1.753 0.121 -0.486
H -2.193 0.045 -2.202
H 2.125 -0.848 1.353
H 4.191 -0.576 0.001
H 3.943 0.028 -2.419
H 1.643 0.185 -3.415
H -0.275 -0.861 -2.198
C -2.728 3.377 -0.198
C -1.520 2.652 0.256
C -1.299 2.104 1.518
C 0.052 1.692 1.715
C 0.860 1.970 0.621
C 2.290 2.213 0.616
C 3.131 1.947 1.727
C 4.506 2.148 1.641
C 5.054 2.548 0.426
C 6.538 2.582 0.221
F 6.863 2.317 -1.087
F 7.070 3.808 0.529
F 7.181 1.653 0.987
C 4.250 2.913 -0.645
C 2.878 2.763 -0.541
S -0.110 2.534 -0.731
H -3.426 3.495 0.641
H -2.452 4.366 -0.584
H -3.219 2.848 -1.025
H -2.069 2.075 2.295
H 0.428 1.255 2.638
H 2.708 1.583 2.667
H 5.160 1.978 2.496
H 4.699 3.311 -1.552
H 2.273 3.009 -1.418

For the HOMO energy, the calculation gives -7.782 eV. As for the energy above the lowest of the compared OMol25 structures with the same formula, charge and spin: 1.044 eV. The SMILES is CC(C)(B1OC(C)(C)C(C)(C)O1)c1ccccc1.Cc1ccc(-c2ccc(C(F)(F)F)cc2)s1.

The net atomic charges from Löwdin, expressed in e, are: -0.027, -0.336, -0.053, -0.570, 0.133, -0.445, -0.017, 0.001, -0.446, -0.006, -0.024, 0.154, -0.185, -0.069, -0.076, -0.093, -0.078, -0.056, 0.096, 0.100, 0.094, 0.091, 0.094, 0.080, 0.092, 0.095, 0.097, 0.100, 0.101, 0.066, 0.100, 0.097, 0.088, 0.083, 0.075, 0.102, 0.110, 0.117, 0.106, 0.106, 0.105, -0.105, -0.600, -0.131, -0.094, -0.454, -0.237, -0.013, -0.006, -0.144, -0.519, 0.105, 0.117, 0.115, -0.009, -0.053, 1.107, 0.090, 0.080, 0.066, 0.114, 0.112, 0.116, 0.126, 0.129, 0.086

---

Molecular formula: C27H32CaClF4N6O5S2
Method: DFT, wB97M-V/def2-TZVPD

Geometry (Å):
Ca -0.913 0.195 0.160
C -1.803 1.688 2.591
N -2.690 0.979 1.667
C -3.706 1.917 1.188
C -3.325 -0.224 2.279
C -2.924 -1.634 1.743
N -2.206 -1.556 0.492
C -2.162 -2.530 -0.415
C -1.448 -2.295 -1.625
F -0.754 -1.111 -1.734
C -1.383 -3.171 -2.672
F -0.692 -2.823 -3.769
C -1.998 -4.413 -2.616
C -2.656 -4.706 -1.439
F -3.254 -5.910 -1.306
C -2.737 -3.829 -0.379
F -3.384 -4.254 0.738
H -2.348 2.095 3.454
H -1.323 2.519 2.065
H -1.042 1.019 2.977
H -4.312 2.294 2.026
H -4.346 1.430 0.457
H -3.225 2.764 0.697
H -4.400 -0.105 2.133
H -3.141 -0.199 3.357
H -3.844 -2.215 1.645
H -2.322 -2.134 2.510
H -1.954 -5.111 -3.437
N -3.787 3.284 -2.359
C -2.793 2.395 -2.017
S -3.168 0.747 -1.972
N -1.629 3.004 -1.800
N -0.682 2.228 -1.238
C 0.532 2.648 -1.354
C 0.880 3.857 -2.155
C 1.343 3.734 -3.460
C 1.684 4.861 -4.195
C 1.562 6.121 -3.630
C 1.091 6.250 -2.331
C 0.750 5.125 -1.598
C 1.622 1.995 -0.586
C 2.957 2.230 -0.920
C 3.954 1.743 -0.094
C 3.609 1.039 1.048
C 2.263 0.803 1.290
N 1.299 1.256 0.491
H -4.568 2.894 -2.855
H -3.467 4.198 -2.638
H 1.423 2.749 -3.904
H 2.040 4.751 -5.212
H 1.827 7.002 -4.201
H 0.983 7.233 -1.888
H 0.366 5.223 -0.590
H 3.202 2.806 -1.800
H 4.994 1.925 -0.337
H 4.351 0.668 1.742
H 1.937 0.234 2.152
C 4.199 -3.875 -0.273
C 3.639 -2.578 0.282
S 1.834 -2.470 0.124
O 1.529 -2.890 -1.269
C 1.342 -3.840 1.195
C 2.086 -3.897 2.518
H 5.275 -3.788 -0.426
H 3.728 -4.100 -1.230
H 4.022 -4.710 0.406
H 3.990 -1.715 -0.287
H 3.895 -2.409 1.329
H 1.474 -4.733 0.579
H 0.272 -3.685 1.341
H 3.059 -4.376 2.407
H 1.503 -4.457 3.248
H 2.227 -2.904 2.947
O 0.363 -2.397 4.647
Cl 0.326 -1.052 4.162
O 1.611 -0.426 4.343
O -0.692 -0.309 4.845
O 0.033 -1.072 2.735

For the HOMO energy, the calculation gives -4.247 eV. Its net charge is -1. As for the energy above the lowest of the compared OMol25 structures with the same formula, charge and spin: 1.145 eV.

The net atomic charges from Löwdin, expressed in e, are: 1.292, -0.114, -0.353, -0.132, -0.149, -0.218, -0.153, -0.226, -0.195, -0.101, -0.244, 0.084, 0.034, -0.235, 0.062, -0.143, 0.053, 0.098, 0.086, 0.042, 0.090, 0.050, 0.073, 0.106, 0.111, 0.105, 0.099, 0.119, 0.042, -0.944, 0.602, -0.026, -0.046, -0.215, -0.208, -0.041, -0.087, -0.103, -0.087, -0.030, -0.206, -0.003, -0.057, -0.058, -0.132, 0.023, 0.061, 0.080, 0.123, 0.098, 0.095, 0.098, 0.119, 0.108, 0.107, 0.109, 0.074, -0.133, -0.396, 0.887, -0.507, -0.366, -0.138, 0.071, 0.070, 0.063, 0.075, 0.079, 0.093, 0.081, 0.063, 0.078, 0.053, -0.336, 0.639, -0.359, -0.343, -0.414

---

Molecular formula: C27H32IN7O2Pd
Method: DFT, wB97M-V/def2-TZVPD

Geometry (Å):
Pd -0.198 -0.973 -0.250
C 1.058 -0.695 -5.052
C 0.645 -2.068 -5.067
C 0.774 -2.770 -3.874
C 1.372 -2.088 -2.738
N 1.781 -0.814 -2.798
C 1.780 -0.212 -3.972
C 1.728 -2.770 -1.512
C 2.495 -3.965 -1.521
C 2.815 -4.676 -0.368
C 2.255 -4.203 0.844
C 1.534 -3.018 0.848
N 1.256 -2.347 -0.299
H 0.851 -0.032 -5.877
H 0.366 -2.618 -5.992
H 0.466 -3.850 -3.782
H 2.346 0.688 -3.938
H 2.790 -4.337 -2.503
H 3.573 -5.419 -0.356
H 2.438 -4.618 1.851
H 1.150 -2.565 1.777
C -1.749 3.140 2.211
C -0.347 3.649 2.391
N 0.308 3.270 3.664
C -0.019 4.130 4.814
C -1.413 3.988 5.396
C 1.120 2.216 3.905
O 1.454 1.874 5.033
C 1.500 1.438 2.684
C 2.838 1.217 2.478
C 3.347 0.730 1.246
C 2.400 0.394 0.337
N 1.050 0.394 0.583
C 0.638 0.979 1.711
H -2.503 3.952 2.064
H -2.061 2.542 3.049
H -1.792 2.548 1.276
H -0.300 4.714 2.387
H 0.239 3.386 1.499
H 0.163 5.235 4.623
H 0.726 3.927 5.551
H -2.178 4.445 4.771
H -1.333 4.456 6.439
H -1.741 2.946 5.607
H 3.515 1.466 3.294
H 4.416 0.436 1.095
H 2.653 0.078 -0.648
H -0.416 1.174 1.728
I -1.828 -2.530 2.417
C -2.379 -2.928 0.286
C -3.591 -3.634 0.098
C -4.097 -3.631 -1.222
C -3.363 -3.028 -2.255
C -2.069 -2.664 -1.939
N -1.600 -2.396 -0.657
H -4.203 -4.067 0.878
H -5.039 -4.079 -1.441
H -3.722 -3.060 -3.298
H -1.284 -2.568 -2.675
C 0.073 2.966 -1.617
N -0.783 2.114 -2.497
C -1.432 1.010 -2.125
N -2.030 0.279 -3.115
O -1.458 0.613 -0.896
H -0.222 4.005 -1.846
H 1.149 2.839 -1.805
H -0.197 2.793 -0.579
H -0.956 2.359 -3.467
H -2.195 0.749 -3.994
H -2.562 -0.516 -2.862

As for the spin multiplicity: 5. For the HOMO energy (alpha / beta), the calculation gives -18.855 / -19.650 eV. Its net charge is +4. As for the energy above the lowest of the compared OMol25 structures with the same formula, charge and spin: 0.985 eV. Its expectation value of S² is 6.0626.

The net atomic charges from Löwdin, expressed in e, are: 1.129, 0.099, 0.048, 0.049, -0.189, 0.149, -0.025, -0.183, 0.066, 0.056, 0.049, -0.098, -0.057, 0.147, 0.163, 0.169, 0.141, 0.145, 0.135, 0.153, 0.070, -0.037, -0.144, 0.123, -0.141, -0.028, -0.310, 0.256, -0.103, 0.068, 0.030, -0.109, -0.070, -0.097, 0.126, 0.086, 0.071, 0.139, 0.119, 0.188, 0.121, 0.084, 0.144, 0.103, 0.153, 0.159, 0.086, 0.092, 0.939, -0.607, -0.053, 0.023, -0.011, -0.132, -0.138, 0.122, 0.132, 0.145, 0.076, -0.003, 0.056, -0.545, 0.205, -0.143, 0.113, 0.094, 0.047, 0.156, 0.131, 0.070

---

no.,E (eV)
1,-52279.561
2,-111194.888
3,-54579.211